Model i:
{"formula": "C6H6N2O2", "method": "ωB97M-V/def2-TZVPD", "molar_mass_g_mol": 138.126, "homo_lumo_gap_ev": 8.682, "symbols": ["C", "C", "C", "C", "C", "C", "H", "H", "H", "H", "H", "H", "N", "N", "O", "O"], "positions_angstrom": [[1.46569, -0.14878, 0.83039], [0.97306, -0.90630, 1.59856], [0.77923, -0.35669, -0.80949], [0.61190, 1.03303, -0.61284], [-0.50105, 1.59626, -0.11786], [-1.48265, -0.63494, -0.21596], [1.81865, 0.45287, 0.00896], [0.68028, -1.71468, 2.31197], [-0.25501, -2.20712, -0.54854], [1.57049, 1.59608, -0.76076], [-0.51068, 2.75612, -0.08476], [-2.52787, 0.92469, 0.47297], [-0.33551, -1.12345, -0.52447], [-1.51761, 0.72023, 0.16499], [1.82452, -0.85505, -1.30694], [-2.59343, -1.13226, -0.40623]]}

=====

Model ii:
{"formula": "C6H6N2O2", "method": "ωB97M-V/def2-TZVPD", "molar_mass_g_mol": 138.126, "homo_lumo_gap_ev": 10.079, "symbols": ["C", "C", "C", "C", "C", "C", "H", "H", "H", "H", "H", "H", "N", "N", "O", "O"], "positions_angstrom": [[1.02048, 3.06270, 0.52796], [0.18604, 3.59287, -0.16192], [-1.13670, -1.75642, -0.93201], [0.29876, -2.20418, -0.90686], [1.02572, -1.55621, -0.02276], [-0.55826, 0.05738, 0.80185], [1.71615, 2.52850, 1.15027], [-0.51118, 3.92559, -0.97063], [-2.33833, -0.19040, -0.37443], [0.63465, -2.86153, -1.65747], [2.08307, -1.81858, 0.11093], [1.30378, -0.22923, 1.62152], [-1.38203, -0.58931, -0.09909], [0.67868, -0.64035, 0.88624], [-2.07090, -2.20496, -1.54039], [-0.94991, 0.88412, 1.56677]]}

=====

Looking at the structures above, which would you pick as the most stable? I would pick model ii.